Below is an isolated molecule of C5H7NO, with properties calculated with ωB97M-V/def2-TZVPD.

Each line ends with the Mulliken charge.
Positions of all 14 atoms, in Å:
C -1.550 -0.333 0.250  -0.509
C -0.793 0.710 -0.542  -0.097
C 0.265 1.434 0.003  -0.586
O 1.983 0.425 0.111  -0.548
C 1.793 -0.782 0.443  0.112
N 0.680 -1.469 0.365  -0.601
C -0.415 -1.063 -0.314  0.119
H -1.526 -0.200 1.330  0.249
H -2.539 -0.568 -0.137  0.273
H -1.071 0.867 -1.578  0.324
H 0.359 1.528 1.078  0.274
H 0.704 2.248 -0.569  0.245
H 2.646 -1.321 0.880  0.377
H -0.536 -1.476 -1.319  0.367

Properties
Max |F| (Eh/bohr): 0.00944
2S+1: 1
Energy relative to the best compared isomer or geometry (same formula, charge and spin) (eV): 3.082
Orbital gap (Ha): 0.336
HOMO energy (eV): -8.7
Calculated total energy (eV): -8833.120